Record 1
# C43H36MnN3O6

C43H36MnN3O6 as an isolated structure (ωB97M-V/def2-TZVPD, the OMol25 dataset).

E: -3427.0327 hartree
relative energy (zero: lowest compared OMol25 entry of this formula, charge and spin): 168.0 kJ/mol
LUMO level (alpha / beta): 2.4 / 2.4 eV
highest occupied orbital energy (alpha / beta): -2.34 / -5.92 eV
orbital gap (alpha / beta): 4.786 / 8.361 eV

The geometry in ORCA input format:
```
! wB97M-V def2-TZVPD RIJCOSX def2/J DEFGRID3
* xyz -1 6
Mn 1.66 1.27 0.01
O 2.60 4.69 -1.97
C 2.62 3.59 -1.43
N 1.80 3.20 -0.34
C 1.03 4.04 0.38
O 0.70 5.20 0.15
C 0.58 3.40 1.68
C -0.40 4.02 2.44
C -0.81 3.41 3.61
C -0.20 2.22 4.00
C 0.78 1.68 3.18
N 1.16 2.25 2.04
C 3.50 2.50 -1.77
C 4.44 2.57 -2.82
C 5.29 1.54 -3.05
C 5.23 0.39 -2.19
C 4.28 0.36 -1.21
N 3.41 1.36 -0.98
H -0.81 4.95 2.08
H -1.59 3.85 4.22
H -0.48 1.71 4.90
H 1.27 0.75 3.45
H 4.44 3.47 -3.42
H 6.01 1.58 -3.85
H 5.91 -0.44 -2.31
H 4.18 -0.49 -0.55
C -1.64 -3.38 -2.59
C -2.09 -2.73 -1.28
C -3.34 -3.39 -0.73
O -1.07 -2.78 -0.30
C -0.16 -1.74 -0.65
C -1.09 -0.64 -1.28
O -2.33 -1.34 -1.47
C -1.33 0.79 -0.71
O -0.21 1.23 -0.07
C -1.66 1.64 -1.96
C -2.89 1.49 -2.59
C -3.18 2.20 -3.74
C -2.24 3.08 -4.27
C -1.02 3.24 -3.64
C -0.73 2.51 -2.49
C -2.48 1.01 0.29
C -3.12 0.02 1.03
C -4.04 0.35 2.01
C -4.35 1.67 2.27
C -3.72 2.67 1.54
C -2.79 2.34 0.56
C 0.98 -1.63 0.40
O 1.84 -0.59 0.07
C 1.74 -2.96 0.19
C 2.82 -3.00 -0.68
C 3.48 -4.20 -0.93
C 3.07 -5.36 -0.31
C 1.99 -5.33 0.56
C 1.33 -4.14 0.81
C 0.59 -1.58 1.87
C 1.63 -1.73 2.79
C 1.38 -1.77 4.15
C 0.08 -1.65 4.63
C -0.96 -1.47 3.72
C -0.70 -1.45 2.35
H -1.33 -4.41 -2.40
H -0.81 -2.84 -3.04
H -2.47 -3.37 -3.30
H -3.18 -4.46 -0.64
H -4.17 -3.20 -1.40
H -3.58 -2.98 0.25
H 0.41 -2.09 -1.52
H -0.66 -0.46 -2.28
H -3.62 0.81 -2.18
H -4.14 2.07 -4.23
H -2.47 3.65 -5.16
H -0.28 3.94 -4.02
H 0.22 2.67 -1.99
H -2.92 -1.01 0.82
H -4.53 -0.44 2.57
H -5.07 1.93 3.03
H -3.94 3.71 1.73
H -2.29 3.12 0.01
H 3.12 -2.09 -1.18
H 4.32 -4.21 -1.61
H 3.59 -6.29 -0.50
H 1.66 -6.24 1.05
H 0.48 -4.12 1.48
H 2.64 -1.83 2.42
H 2.20 -1.90 4.85
H -0.12 -1.68 5.69
H -1.97 -1.36 4.07
H -1.52 -1.35 1.66
*
```



Record 2
# C43H36N3OPSV

C43H36N3OPSV as an isolated structure (ωB97M-V/def2-TZVPD, the OMol25 dataset).

E: -3582.3957 hartree
relative energy (zero: lowest compared OMol25 entry of this formula, charge and spin): 0.0 kJ/mol
LUMO level (alpha / beta): -10.6 / -10.4 eV
highest occupied orbital energy (alpha / beta): -16.56 / -16.55 eV
orbital gap (alpha / beta): 5.954 / 6.162 eV

The geometry in ORCA input format:
```
! wB97M-V def2-TZVPD RIJCOSX def2/J DEFGRID3
* xyz 3 1
V -0.05 0.37 0.22
C 0.50 -6.68 0.36
C 0.83 -5.21 0.09
C 1.51 -5.10 -1.28
C 1.77 -4.70 1.19
C -0.43 -4.34 0.07
C -1.72 -4.89 0.18
C -2.87 -4.11 0.16
C -2.70 -2.74 0.02
S -3.91 -1.51 0.01
C -2.77 -0.28 -0.15
N -1.50 -0.76 -0.20
C -1.44 -2.18 -0.10
C -0.30 -2.97 -0.09
C -3.19 1.12 -0.27
C -4.47 1.35 -0.76
C -4.94 2.63 -1.00
C -4.10 3.72 -0.80
C -2.81 3.51 -0.32
C -2.35 2.24 -0.02
H 1.44 -7.25 0.41
H -0.10 -7.12 -0.43
H -0.01 -6.82 1.32
H 2.43 -5.70 -1.29
H 1.79 -4.07 -1.52
H 0.87 -5.47 -2.08
H 2.66 -5.33 1.24
H 1.28 -4.74 2.17
H 2.10 -3.67 1.01
H -1.84 -5.96 0.29
H -3.85 -4.56 0.25
H 0.68 -2.53 -0.20
H -5.12 0.52 -1.00
H -5.94 2.78 -1.38
H -4.45 4.72 -1.01
H -2.17 4.37 -0.16
O -0.81 1.24 1.58
C -1.00 2.15 0.60
C -0.04 3.28 0.50
C -0.04 4.35 1.38
C 0.85 5.40 1.18
C 1.73 5.37 0.10
C 1.75 4.30 -0.78
C 0.86 3.24 -0.57
P 0.72 1.76 -1.60
C 2.34 1.36 -2.27
C 2.41 0.67 -3.48
C 3.64 0.33 -4.00
C 4.81 0.68 -3.33
C 4.74 1.36 -2.12
C 3.51 1.70 -1.58
C -0.38 2.06 -2.99
C -0.08 3.15 -3.82
C -0.90 3.43 -4.90
C -2.01 2.62 -5.15
C -2.30 1.54 -4.34
C -1.48 1.26 -3.25
H -0.74 4.38 2.21
H 0.86 6.24 1.86
H 2.41 6.20 -0.06
H 2.44 4.28 -1.60
H 1.51 0.43 -4.03
H 3.70 -0.19 -4.95
H 5.77 0.43 -3.75
H 5.65 1.65 -1.61
H 3.47 2.23 -0.64
H 0.79 3.77 -3.63
H -0.68 4.27 -5.54
H -2.65 2.84 -6.00
H -3.14 0.90 -4.56
H -1.69 0.39 -2.64
N 3.32 0.18 2.38
C 2.17 0.68 1.99
N 1.79 0.14 0.80
C 2.82 -0.76 0.43
C 2.99 -1.54 -0.71
C 4.14 -2.30 -0.78
C 5.10 -2.28 0.25
C 4.94 -1.49 1.37
C 3.78 -0.74 1.43
H 3.79 0.44 3.24
H 1.60 1.40 2.55
H 2.28 -1.54 -1.53
H 4.31 -2.92 -1.65
H 5.99 -2.89 0.16
H 5.69 -1.47 2.16
*
```



Record 3
# C43H36N9O6RbS5

C43H36N9O6RbS5 as an isolated structure (ωB97M-V/def2-TZVPD, the OMol25 dataset).

E: -4619.6090 hartree
relative energy (zero: lowest compared OMol25 entry of this formula, charge and spin): 159.0 kJ/mol
LUMO level: 2.7 eV
highest occupied orbital energy: -2.08 eV
orbital gap: 4.792 eV

The geometry in ORCA input format:
```
! wB97M-V def2-TZVPD RIJCOSX def2/J DEFGRID3
* xyz -2 1
Rb 1.38 -1.75 0.79
C -4.98 -1.93 -0.35
C -4.52 -2.89 -1.24
C -3.21 -3.35 -1.22
C -2.27 -2.85 -0.27
C -2.77 -1.88 0.63
C -4.07 -1.43 0.59
N -0.96 -3.20 -0.14
N -0.52 -3.99 -1.21
C 0.53 -4.85 -0.82
C 0.61 -5.30 0.51
C 1.64 -6.14 0.86
C 2.55 -6.54 -0.11
C 2.38 -6.06 -1.39
N 1.40 -5.23 -1.75
H -6.00 -1.57 -0.39
H -5.20 -3.30 -1.98
H -2.89 -4.11 -1.92
H -2.08 -1.48 1.37
H -4.39 -0.68 1.31
H -0.11 -4.93 1.23
H 1.75 -6.46 1.89
H 3.38 -7.20 0.13
H 3.07 -6.35 -2.18
C -7.47 10.01 -0.11
O -6.62 9.70 0.98
C -5.82 8.60 0.86
C -5.78 7.78 -0.26
C -4.92 6.68 -0.28
C -4.10 6.39 0.80
C -4.15 7.23 1.91
C -5.00 8.32 1.94
C -3.22 5.22 0.72
N -3.20 4.36 -0.26
C -2.24 3.44 0.07
C -1.66 3.76 1.27
N -2.30 4.90 1.69
C -0.63 2.98 1.89
C -0.05 3.24 3.14
C 0.91 2.38 3.63
C 1.28 1.28 2.85
N 0.76 1.03 1.67
C -0.19 1.85 1.18
C -0.78 1.50 -0.12
N -0.32 0.40 -0.73
C -0.87 0.03 -1.87
C -1.92 0.74 -2.48
C -2.39 1.87 -1.87
C -1.82 2.28 -0.66
H -8.02 10.90 0.17
H -8.18 9.20 -0.31
H -6.90 10.22 -1.02
H -6.41 7.97 -1.12
H -4.89 6.03 -1.14
H -3.53 7.04 2.78
H -5.04 8.98 2.81
H -2.11 5.42 2.53
H -0.36 4.11 3.71
H 1.37 2.54 4.59
H 2.01 0.56 3.23
H -0.49 -0.88 -2.30
H -2.34 0.37 -3.40
H -3.20 2.46 -2.30
O 5.73 -5.99 4.07
C 4.72 -5.06 3.99
O 4.00 -4.91 4.93
C 4.63 -4.35 2.70
C 5.28 -4.66 1.51
N 4.89 -3.75 0.62
N 4.05 -2.85 1.14
C 3.87 -3.19 2.40
C 2.90 -2.35 3.25
O 3.38 -1.31 3.75
O 1.72 -2.74 3.21
H 6.32 -5.89 3.31
H 5.93 -5.47 1.23
H 5.15 -3.67 -0.35
C 4.58 0.69 0.78
S 5.41 1.93 -0.24
C 6.55 0.93 -1.11
C 6.24 -0.02 -2.03
S 4.72 -0.52 -2.63
S 7.67 -0.83 -2.68
C 8.90 -0.01 -1.80
S 10.53 -0.33 -1.96
S 8.25 1.14 -0.72
H 3.77 1.20 1.31
H 5.26 0.25 1.51
H 4.17 -0.09 0.13
C -1.42 -2.71 -4.21
C -0.33 -3.58 -3.58
C 0.95 -3.54 -4.40
O 0.00 -3.11 -2.27
H -1.76 -3.15 -5.15
H -1.02 -1.72 -4.44
H -2.27 -2.61 -3.53
H -0.69 -4.60 -3.48
H 1.33 -2.52 -4.44
H 0.74 -3.87 -5.42
H 1.70 -4.18 -3.95
*
```